Entry 1:
A single C23H30N2O3 molecule. Source: OMol25; level of theory: wB97M-V/def2-TZVPD.

Structure (XYZ):
```
58
Properties=species:S:1:pos:R:3:forces:R:3
O 0.790436 0.198724 3.467975 0.01 -0.11 0.36
O -1.376193 -1.164844 1.069923 -0.20 -0.10 -0.24
O 3.899638 -2.280317 0.760033 -0.04 -0.14 0.12
N 0.183156 0.904347 1.404452 -0.07 0.17 -0.43
N 2.900218 0.321381 0.192034 -0.06 -0.10 0.01
C -1.475962 2.093741 -3.205210 0.03 0.01 -0.07
C -1.910805 -1.311374 -1.615240 0.02 -0.04 0.09
C -1.460234 0.728281 -2.988280 -0.04 0.01 0.01
C 1.218091 1.896959 1.260867 0.36 0.09 -0.03
C 0.079701 0.119078 2.487132 -0.36 -0.26 -0.25
C -2.566669 2.408900 -1.100859 0.01 0.11 0.04
C -2.024898 2.940867 -2.257112 0.00 0.11 -0.01
C -1.063906 -0.897267 2.415372 0.13 0.00 0.52
C -4.066700 -2.439352 -0.980243 0.07 0.03 0.12
C -3.429796 -2.318265 1.708640 0.27 0.13 0.18
C 2.185121 -0.870048 -0.234679 0.30 -0.36 -0.04
C 2.222583 1.614361 0.109700 -0.11 0.44 -0.05
C -2.872130 -1.856070 -0.597675 0.23 -0.01 0.10
C 3.206754 -1.995136 -0.428978 -0.35 0.10 -0.24
C -2.555778 1.040025 -0.888348 -0.02 -0.05 -0.01
C 1.498483 1.749840 -1.234949 0.12 -0.07 0.34
C 3.297896 2.714237 0.157311 -0.26 -0.15 0.05
C -1.995397 0.182166 -1.825625 0.06 0.03 -0.07
C -4.619014 -2.900097 1.299238 -0.08 -0.02 -0.09
C 4.547196 -1.122250 1.231717 0.06 0.34 0.22
C 3.560889 0.025687 1.455902 0.25 -0.33 -0.05
C -4.945085 -2.956075 -0.041627 -0.13 -0.07 0.05
C -2.559871 -1.785482 0.768277 -0.17 -0.06 -0.21
H 1.440879 -1.202971 0.505936 0.00 -0.03 -0.13
H -4.311678 -2.488911 -2.031334 0.00 0.00 -0.12
H 3.920174 -1.697555 -1.213602 -0.08 -0.02 0.03
H 2.707300 -2.920342 -0.723561 0.01 0.06 -0.04
H 5.310839 -0.804544 0.504467 -0.04 0.00 0.08
H 0.755512 2.872946 1.079910 0.08 0.01 0.06
H -0.444792 0.743910 0.629717 -0.01 -0.08 0.10
H 5.030230 -1.401542 2.169414 0.01 0.06 -0.04
H 2.846793 -0.271430 2.239165 0.06 0.09 -0.01
H 1.171777 2.777763 -1.371367 -0.05 0.09 0.01
H -0.754315 -1.805092 2.948345 -0.01 0.16 -0.08
H -3.188917 -2.293227 2.759818 0.05 0.02 0.09
H -2.079480 -1.808669 -2.573187 0.04 -0.01 0.06
H -0.891244 -1.548685 -1.291710 -0.02 -0.04 -0.11
H 2.174814 1.494150 -2.046251 0.06 -0.07 -0.15
H 1.745038 1.929650 2.216891 -0.04 0.09 -0.09
H -5.873528 -3.405478 -0.358584 -0.08 -0.05 -0.02
H -5.288112 -3.310457 2.040487 -0.05 -0.03 0.06
H -1.057499 2.497546 -4.115259 0.04 0.04 -0.08
H 4.119124 0.894160 1.799984 0.01 0.02 0.06
H 4.093489 2.469164 -0.540285 0.08 -0.02 -0.09
H -3.004384 0.641063 0.008897 -0.05 -0.06 0.09
H 3.725058 2.821888 1.149616 0.09 0.04 0.12
H -1.025652 0.073167 -3.730426 0.04 -0.08 -0.08
H 0.618074 1.117742 -1.297986 -0.11 -0.08 -0.09
H -2.036397 4.007864 -2.422639 0.00 0.09 -0.02
H 1.689665 -0.696790 -1.187951 -0.06 -0.02 -0.01
H 2.866866 3.671109 -0.124090 -0.04 0.15 0.01
H -1.921843 -0.458831 2.944909 0.07 -0.06 -0.08
H -3.005511 3.060388 -0.359071 -0.04 0.05 0.06
```
Positions in Å, forces in eV/Å.

Results
* frontier orbital gap: 8.92 eV
* largest force on an atom: 0.0104 hartree/bohr
* SMILES string: CC(C)(CNC(=O)COc1ccccc1Cc1ccccc1)N1CCOCC1
* energy above the lowest of the compared OMol25 structures with the same formula, charge and spin: 137.8 kJ/mol
* E_HOMO: -8.22 eV
* total charge: 0
* multiplicity: 1
* lowest unoccupied orbital energy: 0.0254 Eh

=====

Entry 2:
A single C17H21O5P molecule in a non-equilibrium geometry. Source: OMol25; level of theory: wB97M-V/def2-TZVPD.

Structure (XYZ):
```
44
Properties=species:S:1:pos:R:3:forces:R:3
P -1.191486 -1.254385 1.876292 2.33 2.65 1.71
O -2.468424 -0.491136 2.762273 1.91 -1.04 -2.14
O -0.772020 -2.633708 2.777064 -0.96 2.17 -1.52
O -0.490380 1.102554 -0.700431 3.21 -1.27 -2.28
O 1.285322 0.172196 -5.420812 1.03 0.03 4.25
O 0.046153 -0.328984 1.857014 -2.98 -2.23 -0.33
C 1.991556 2.997859 -1.144745 1.21 -0.63 -3.50
C 2.067466 1.568008 -3.468413 0.57 1.81 1.61
C 3.499845 3.775658 -3.225750 -1.88 -2.01 1.39
C -0.965198 -2.550495 -0.753562 -0.01 0.24 -0.74
C 0.551869 -2.049933 -0.880939 0.62 -0.38 -0.36
C -2.754833 0.822667 2.216248 -1.33 2.01 0.15
C 0.760350 -0.791416 -1.839590 0.92 -0.03 -2.45
C 1.230988 -0.992334 -3.176146 -0.64 1.36 1.95
C 0.029767 -1.330741 4.853898 1.12 1.07 -0.52
C 1.510496 0.234462 -4.187687 -0.44 0.37 -1.10
C -1.899697 -1.635528 0.174898 -0.86 -1.94 -0.17
C 0.477443 0.739907 -1.404606 -0.82 0.56 0.49
C 1.535556 1.800334 -2.004969 1.59 1.52 -0.75
C 3.011401 3.988825 -1.769929 -1.45 -3.03 -1.86
C 0.341375 -2.389374 3.677716 1.23 -0.79 2.06
C -3.919507 0.855340 1.111097 0.21 -0.26 -1.17
C 3.048033 2.562998 -4.119211 -1.60 0.59 4.25
H -2.869432 -2.242837 0.358013 1.44 0.98 -0.21
H -3.132159 1.460735 3.103884 0.73 -1.18 -1.26
H -3.549897 1.433930 0.178853 -0.51 -0.85 1.52
H 1.439848 -2.031555 -3.587102 -0.43 1.51 0.57
H -1.851646 1.377216 1.796791 -0.88 -1.21 0.63
H 3.368888 4.857321 -1.116557 -0.47 -1.40 -1.33
H 0.729805 -0.430066 4.658650 -1.27 -1.30 0.37
H 1.613416 3.132133 -0.066007 0.61 -0.31 -2.03
H 1.329289 -2.151067 3.129226 -1.92 -0.06 0.64
H -1.007896 -3.674055 -0.486137 0.20 1.95 -0.02
H 0.543767 -3.396573 4.210055 -0.63 1.39 -1.14
H 0.304552 -1.708890 5.899264 -0.56 0.22 -1.60
H -4.881821 1.369372 1.438674 1.34 -0.81 -0.15
H 4.238039 4.533448 -3.638989 -1.11 -1.20 0.51
H 3.425060 2.426897 -5.180567 -0.60 0.19 1.65
H 1.140125 -2.920340 -1.367276 -0.93 1.45 0.59
H -4.177645 -0.198758 0.713383 0.33 1.65 0.90
H -1.031223 -0.917184 4.842071 1.36 -0.84 -0.05
H 1.073561 -1.885621 0.137660 -1.12 0.03 -1.58
H -1.413470 -2.492824 -1.819441 0.65 -0.08 1.68
H -2.217236 -0.714056 -0.414160 0.80 -0.86 1.34
```
Positions in Å, forces in eV/Å.

Results
* frontier orbital gap: 8.19 eV
* largest force on an atom: 0.0890 hartree/bohr
* SMILES string: CCOP(=O)(CCCC1=CC(=O)c2ccccc2C1=O)OCC
* energy above the lowest of the compared OMol25 structures with the same formula, charge and spin: 699.3 kJ/mol
* E_HOMO: -9.23 eV
* total charge: 0
* multiplicity: 1
* lowest unoccupied orbital energy: -0.0381 Eh

=====

Entry 3:
A single C12H16Cl3NO2S molecule. Source: OMol25; level of theory: wB97M-V/def2-TZVPD.

Structure (XYZ):
```
35
Properties=species:S:1:pos:R:3:forces:R:3
Cl 1.490317 -3.856763 -0.392688 0.05 0.02 -0.03
Cl -0.778323 -2.759610 -1.800655 0.10 -0.01 -0.03
Cl -0.382076 -2.161215 0.982829 -0.04 -0.05 0.22
S 0.996517 3.068184 0.892625 0.19 -0.18 -0.10
O 0.952349 4.169151 -0.018629 -0.13 -0.12 -0.25
O 1.509647 3.283812 2.211121 0.03 -0.23 0.23
N -0.541297 2.465034 1.139158 0.53 0.34 0.36
C 0.451779 -2.418265 -0.557700 -0.12 -0.16 -0.26
C -1.253201 1.742795 0.183087 -0.25 -0.25 -0.73
C -2.581132 0.285782 -1.773412 -0.07 0.03 -0.06
C -2.792474 0.014880 -0.432556 0.04 0.14 -0.08
C -2.398895 0.430425 2.011855 0.04 0.07 -0.16
C 1.270226 -1.205196 -0.964254 0.25 0.04 0.10
C 1.830130 0.445134 0.902684 0.19 -0.22 0.05
C -1.725018 1.310698 -2.136971 0.01 -0.07 0.00
C 2.291851 -0.777718 0.102752 -0.20 0.17 0.04
C -2.142385 0.728322 0.563376 0.07 0.12 0.09
C 1.914050 1.718288 0.086703 -0.64 0.46 0.52
C -1.067031 2.040689 -1.163476 -0.12 -0.02 -0.03
H 2.931869 2.086856 -0.003021 0.08 0.15 -0.04
H -0.698333 2.216849 2.101771 0.14 0.01 0.16
H -0.423343 2.865345 -1.425595 0.01 0.08 -0.13
H 1.478851 1.616118 -0.902120 0.01 0.00 -0.15
H 0.801476 0.286810 1.226000 0.00 -0.04 0.06
H 0.569453 -0.393822 -1.172277 -0.10 -0.04 -0.05
H -2.829573 1.298831 2.510593 -0.04 0.03 0.14
H -3.474630 -0.773337 -0.149350 -0.05 -0.10 0.06
H -3.091846 -0.292117 -2.527989 -0.05 -0.05 -0.07
H 1.775148 -1.461791 -1.897098 -0.14 -0.04 -0.01
H 2.469002 -1.608386 0.785731 0.11 0.02 -0.01
H 3.241001 -0.544871 -0.379918 0.08 -0.08 0.00
H -3.096212 -0.397654 2.106152 -0.03 -0.03 0.06
H 2.445155 0.557747 1.795987 -0.06 0.00 0.05
H -1.480173 0.157368 2.532874 0.08 -0.03 0.11
H -1.570524 1.547877 -3.178686 0.02 0.03 -0.09
```
Positions in Å, forces in eV/Å.

Results
* frontier orbital gap: 9.26 eV
* largest force on an atom: 0.0184 hartree/bohr
* SMILES string: Cc1ccccc1NS(=O)(=O)CCCCC(Cl)(Cl)Cl
* energy above the lowest of the compared OMol25 structures with the same formula, charge and spin: 0.0 kJ/mol
* E_HOMO: -8.79 eV
* total charge: 0
* multiplicity: 1
* lowest unoccupied orbital energy: 0.0171 Eh

=====

Entry 4:
An isolated ion of composition C3H8N3O and charge +1 in a non-equilibrium geometry. Source: OMol25; level of theory: wB97M-V/def2-TZVPD.

Structure (XYZ):
```
15
Properties=species:S:1:pos:R:3:forces:R:3
O -0.819238 0.863427 0.190552 0.26 0.79 0.69
N -1.827087 -0.272965 -1.464534 -4.62 -1.84 -0.28
N 1.522116 -0.157710 1.131920 0.48 1.94 3.31
N -0.785746 -0.265159 -1.933816 5.93 1.36 -1.63
C 0.200171 0.580928 -0.655032 -1.06 -2.28 -1.62
C -2.062233 0.254105 -0.234655 -2.05 1.38 3.71
C 0.974269 -0.616972 -0.174731 0.14 -0.39 0.73
H 0.755277 -0.018335 1.911389 1.37 -0.21 -2.16
H 1.852768 -0.812873 -0.854815 -1.15 -0.39 0.75
H 2.185526 -0.810969 1.576926 -0.01 0.26 -0.39
H 1.991538 0.811778 1.057277 -0.67 -1.84 0.12
H -2.811817 1.132034 -0.369483 0.85 -1.81 0.68
H -2.379643 -0.597951 0.577998 0.43 2.18 -2.21
H 0.883817 1.395222 -0.955924 -0.85 -0.04 -0.14
H 0.320282 -1.484561 0.196927 0.96 0.90 -1.56
```
Positions in Å, forces in eV/Å.

Results
* frontier orbital gap: 9.15 eV
* largest force on an atom: 0.1224 hartree/bohr
* SMILES string: [NH3+]C[C@H]1N=NCO1
* energy above the lowest of the compared OMol25 structures with the same formula, charge and spin: 397.3 kJ/mol
* E_HOMO: -13.10 eV
* total charge: +1
* multiplicity: 1
* lowest unoccupied orbital energy: -0.1452 Eh

=====

Entry 5:
A single C2H2O3S molecule in a non-equilibrium geometry. Source: OMol25; level of theory: wB97M-V/def2-TZVPD.

Structure (XYZ):
```
8
Properties=species:S:1:pos:R:3:forces:R:3
S -1.060716 1.093933 1.941769 1.87 -1.34 -1.81
O -0.068952 -1.279907 1.252905 -0.23 0.63 0.78
O 0.541186 -0.935217 -1.022744 0.68 -0.98 -1.74
O 0.064546 1.321905 -1.041852 0.78 -0.67 -1.29
C 0.197336 0.060970 -0.492878 -0.37 4.52 -1.24
C -0.206376 0.042071 0.946736 -2.08 -1.82 1.86
H 0.175719 -1.803484 0.432296 -0.03 0.99 0.93
H 0.357257 1.499730 -2.016232 -0.61 -1.33 2.51
```
Positions in Å, forces in eV/Å.

Results
* frontier orbital gap: 8.08 eV
* largest force on an atom: 0.0915 hartree/bohr
* SMILES string: O=C(O)C(O)=S
* energy above the lowest of the compared OMol25 structures with the same formula, charge and spin: 122.5 kJ/mol
* E_HOMO: -9.28 eV
* total charge: 0
* multiplicity: 1
* lowest unoccupied orbital energy: -0.0440 Eh

=====

Entry 6:
H3O3P3 as an isolated structure in a non-equilibrium geometry. Source: OMol25; level of theory: wB97M-V/def2-TZVPD.

Structure (XYZ):
```
9
Properties=species:S:1:pos:R:3:forces:R:3
P 1.221550 0.954881 0.135533 1.99 1.09 0.60
P 0.373323 -0.737894 1.047285 -0.19 -2.33 1.10
P -1.498483 0.108925 -0.129754 -1.53 -2.63 0.42
O -0.761212 1.388897 -0.288751 0.16 2.99 0.23
O -2.702906 0.023614 0.768952 0.21 0.40 0.37
O -1.598912 -0.598368 -1.423899 -0.23 -1.29 -1.58
H 1.254688 0.459197 -1.156318 0.40 -0.01 -0.72
H 1.114909 -2.074770 0.553275 -1.11 1.94 0.09
H 2.597046 0.475519 0.493675 0.30 -0.16 -0.50
```
Positions in Å, forces in eV/Å.

Results
* frontier orbital gap: 7.01 eV
* largest force on an atom: 0.0597 hartree/bohr
* energy above the lowest of the compared OMol25 structures with the same formula, charge and spin: 52.7 kJ/mol
* E_HOMO: 0.53 eV
* total charge: -2
* multiplicity: 1
* lowest unoccupied orbital energy: 0.2770 Eh